Formula: C6H12O
Source: OMol25
Level of theory: the ωB97M-V functional and the def2-TZVPD basis

```
19
Properties=species:S:1:pos:R:3:forces:R:3
C 0.34230 1.37012 -2.45524 0.0 0.0 0.0
C 0.92111 0.51237 -1.32632 0.0 0.0 0.0
C 0.01039 0.44633 -0.09257 0.0 0.0 0.0
C 0.64291 -0.37881 1.03282 0.0 0.0 -0.1
C -0.31385 -0.65491 2.23212 0.0 -0.2 0.0
C -1.01452 -1.94491 1.84972 -0.2 0.5 0.0
O -2.19905 -1.63001 1.34050 0.4 -0.3 0.0
H -0.62803 0.97951 -2.79290 0.2 0.1 0.1
H 0.18837 2.40806 -2.12723 0.0 -0.2 -0.1
H 1.01913 1.38713 -3.31830 -0.2 0.0 0.1
H 1.90474 0.91217 -1.03009 -0.2 -0.1 -0.1
H 1.10475 -0.51162 -1.69359 -0.1 0.3 0.1
H -0.95906 0.00193 -0.37157 0.2 0.1 0.0
H -0.21370 1.46448 0.26287 0.1 -0.2 -0.1
H 1.59117 0.08010 1.35917 -0.4 -0.1 0.0
H -1.00344 0.18952 2.40497 0.2 -0.2 -0.1
H 0.28090 -0.83562 3.13936 -0.2 0.0 -0.3
H 0.91650 -1.35057 0.60293 0.1 0.0 0.1
H -2.59062 -2.44528 0.98336 0.1 0.2 0.3
```
Forces are in eV/Å.

Summary:
E_tot, eV: -8461.6871
2S+1: 1
Net charge: 0
LUMO energy, hartree: 0.034